Record 1
The following is a quantum chemistry calculation of the molecule C3H6O3, from OMol25.

The value obtained for the LUMO energy is 0.8527 eV. The calculation puts the HOMO energy at -9.9 eV. The calculation puts the HOMO-LUMO gap at 10.76 eV. Its total energy is -343.5260 hartree.

```
! RIJCOSX wB97M-V def2-TZVPD def2/J DEFGRID3
* xyz 0 1
O -0.95 0.83 0.59
C -1.05 -0.57 0.13
C 0.47 -0.77 0.07
O 1.01 -1.00 -1.18
C 0.64 0.72 0.49
O 0.78 1.55 -0.53
H -0.55 1.48 -0.32
H -1.57 -0.63 -0.83
H -1.59 -1.13 0.90
H 0.84 -1.51 0.78
H 1.12 -0.10 -1.56
H 1.09 0.98 1.46
*
```

Here are the natural (NBO) charges for atoms 1 to 6, given in e:
1. O -0.57
2. C -0.10
3. C 0.01
4. O -0.70
5. C 0.38
6. O -0.80

Record 2
The following is a quantum chemistry calculation of a cluster of 3 separate species, C21H22F16NO5S in total, from OMol25.

The value obtained for the LUMO energy is -3.1504 eV. The calculation puts the HOMO energy at -12.4 eV. The calculation puts the HOMO-LUMO gap at 9.27 eV. Its total energy is -3240.1604 hartree.

```
! RIJCOSX wB97M-V def2-TZVPD def2/J DEFGRID3
* xyz 1 1
O -1.91 -4.06 1.24
C -1.80 -3.07 1.86
O -2.83 -2.68 2.73
C -3.38 -1.43 2.50
C -2.84 -0.37 3.45
N -3.40 0.92 2.92
C -4.91 0.89 2.89
S -5.46 1.44 1.25
C -5.41 -0.50 3.28
O -4.77 -1.56 2.61
C -0.61 -2.19 1.90
C -0.31 -1.33 0.83
C 0.77 -0.45 0.95
C 1.55 -0.47 2.10
C 1.27 -1.36 3.14
C 0.18 -2.20 3.05
H -3.16 -1.10 1.48
H -3.14 -0.51 4.48
H -1.76 -0.32 3.42
H -3.07 0.99 1.95
H -3.03 1.74 3.41
H -5.29 1.59 3.63
H -6.36 2.34 1.67
H -5.30 -0.62 4.36
H -6.47 -0.53 3.07
H -0.93 -1.36 -0.05
H 0.99 0.22 0.14
H 2.39 0.20 2.18
H 1.88 -1.38 4.03
H -0.07 -2.87 3.85
C 5.37 -2.29 -2.67
C 5.10 -1.87 -1.21
C 3.87 -2.45 -0.50
F 2.72 -2.14 -1.15
F 3.77 -1.88 0.73
F 5.09 -0.52 -1.12
F 6.16 -2.32 -0.48
O 4.90 -1.42 -3.70
C 3.64 -1.50 -4.21
C 2.82 -0.27 -3.82
F 2.82 -0.08 -2.48
F 1.53 -0.48 -4.20
F 3.02 -2.64 -3.87
F 3.73 -1.48 -5.55
H 6.45 -2.25 -2.78
H 5.07 -3.32 -2.85
H 3.94 -3.53 -0.40
H 3.19 0.63 -4.30
C 0.28 1.67 -2.28
C 0.76 2.99 -2.91
C 1.45 4.01 -2.00
F 0.63 4.43 -1.02
F 1.81 5.07 -2.75
F -0.22 3.57 -3.62
F 1.75 2.60 -3.78
O -1.08 1.55 -1.91
C -1.52 1.89 -0.67
C -2.53 3.04 -0.71
F -2.01 4.11 -1.32
F -2.84 3.37 0.57
F -0.52 2.13 0.20
F -2.21 0.81 -0.19
H 0.39 0.94 -3.08
H 0.95 1.35 -1.48
H 2.35 3.57 -1.56
H -3.44 2.72 -1.24
*
```

Here are the natural (NBO) charges for atoms 1 to 6, given in e:
1. O -0.45
2. C 0.79
3. O -0.52
4. C 0.37
5. C -0.28
6. N -0.52

Record 3
The following is a quantum chemistry calculation of a structure of composition C20H27IrN5O3SSi, from OMol25.

The value obtained for the LUMO energy (alpha / beta) is -6.1668 / -6.3886 eV. The calculation puts the HOMO energy (alpha / beta) at -14.1 / -14.0 eV. The calculation puts the HOMO-LUMO gap (alpha / beta) at 7.96 / 7.57 eV. Its expectation value of S² is 0.753. Its total energy is -2069.3536 hartree.

```
! RIJCOSX wB97M-V def2-TZVPD def2/J DEFGRID3
* xyz 2 2
Ir 0.47 0.41 -0.75
C -4.22 -0.26 1.03
Si -2.84 -1.46 1.06
C -2.77 -2.58 -0.38
C -1.96 -1.86 2.61
H -5.16 -0.82 0.91
H -4.15 0.40 0.16
H -4.29 0.34 1.94
H -3.70 -3.16 -0.39
H -1.93 -3.27 -0.33
H -2.73 -2.02 -1.32
H -2.69 -2.19 3.36
H -1.46 -0.98 3.02
H -1.24 -2.66 2.44
O -1.66 1.36 -1.41
C -1.76 1.65 -0.21
N -0.98 0.95 0.67
C -1.12 1.52 1.95
O -0.51 1.15 2.93
C -2.13 2.61 1.82
C -2.64 3.47 2.77
C -3.56 4.42 2.34
C -3.95 4.51 1.01
C -3.43 3.64 0.04
C -2.52 2.70 0.48
H -2.33 3.41 3.81
H -3.98 5.11 3.06
H -4.67 5.26 0.71
H -3.73 3.71 -0.99
O 0.89 2.58 -0.98
H 0.43 2.97 -1.74
H 0.77 3.19 -0.24
C 2.98 -1.19 2.73
N 1.93 -1.17 1.72
C 1.90 -1.94 0.64
S 0.49 -1.88 -0.41
N 2.90 -2.78 0.40
C 3.02 -3.71 -0.72
H 2.65 -0.60 3.58
H 3.91 -0.76 2.35
H 3.16 -2.21 3.08
H 1.14 -0.55 1.86
H 3.64 -2.81 1.08
H 2.12 -3.69 -1.31
H 3.18 -4.71 -0.33
H 3.88 -3.42 -1.33
N 5.68 -1.02 -5.80
C 4.85 -0.74 -5.06
C 3.82 -0.40 -4.12
C 4.14 0.22 -2.92
C 3.12 0.49 -2.02
N 1.84 0.18 -2.27
C 1.53 -0.41 -3.44
C 2.49 -0.70 -4.39
H 5.16 0.49 -2.69
H 3.32 0.99 -1.08
H 0.49 -0.63 -3.60
H 2.20 -1.17 -5.32
*
```

Here are the natural (NBO) charges for atoms 1 to 6, given in e:
1. Ir 0.82
2. C -1.24
3. Si 2.04
4. C -1.24
5. C -1.25
6. H 0.30

Record 4
The following is a quantum chemistry calculation of a cluster of 15 separate species, C60H126N16O26 in total, from OMol25.

The value obtained for the LUMO energy is -0.9316 eV. The calculation puts the HOMO energy at -8.3 eV. The calculation puts the HOMO-LUMO gap at 7.37 eV. Its total energy is -5192.8704 hartree.

```
! RIJCOSX wB97M-V def2-TZVPD def2/J DEFGRID3
* xyz 0 1
C 1.49 -2.87 4.52
N 1.18 -2.31 3.13
C 1.14 -0.99 2.83
C 0.94 -0.57 1.53
C 0.84 -1.45 0.45
C 0.87 -2.81 0.83
C 1.15 -3.23 2.12
C 0.50 -1.12 -0.94
C 0.79 0.14 -1.49
C 0.38 0.52 -2.70
N -0.10 -0.44 -3.55
C -0.36 -1.68 -3.15
C -0.10 -2.04 -1.80
C -0.50 -0.06 -4.87
H 2.47 -2.49 4.82
H 1.56 -3.97 4.42
H 0.71 -2.58 5.17
H 1.01 -0.47 3.78
H 0.94 0.51 1.41
H 0.80 -3.54 0.06
H 1.41 -4.25 2.39
H 1.29 0.80 -0.79
H 0.43 1.44 -3.18
H -0.64 -2.37 -3.92
H -0.31 -3.06 -1.50
H -1.50 -0.50 -5.04
H 0.37 -0.42 -5.53
H -0.58 1.07 -4.84
C -2.44 -6.54 -1.98
C -3.93 -6.34 -1.76
C -4.42 -5.77 -0.37
N -4.67 -4.33 -0.27
C -3.37 -3.56 -0.43
C -5.23 -3.94 1.05
C -5.99 -2.56 0.98
C -6.07 -2.28 -0.54
C -5.67 -3.64 -1.18
H -2.26 -7.54 -2.39
H -1.84 -6.55 -1.07
H -2.00 -5.85 -2.63
H -4.40 -7.36 -1.83
H -4.34 -5.84 -2.66
H -3.55 -5.92 0.33
H -5.29 -6.22 0.09
H -2.97 -3.73 -1.38
H -2.73 -3.92 0.40
H -3.54 -2.45 -0.32
H -4.36 -3.82 1.63
H -5.93 -4.67 1.42
H -5.47 -1.78 1.54
H -6.92 -2.91 1.43
H -5.37 -1.52 -0.85
H -6.96 -1.83 -0.87
H -5.32 -3.55 -2.19
H -6.54 -4.28 -1.40
C -0.98 6.06 3.83
C -1.92 4.85 3.61
C -1.42 3.67 4.37
N -2.29 2.44 4.29
C -3.77 2.71 4.49
C -1.80 1.29 5.21
C -2.25 -0.05 4.50
C -2.74 0.40 3.12
C -2.16 1.79 2.90
H -1.54 6.86 4.26
H -0.48 6.38 2.92
H -0.26 5.85 4.61
H -2.09 4.65 2.56
H -2.89 5.21 4.04
H -1.32 3.92 5.38
H -0.47 3.35 3.98
H -4.24 1.67 4.37
H -4.09 3.38 3.66
H -3.92 3.20 5.46
H -2.19 1.29 6.19
H -0.69 1.35 5.20
H -3.07 -0.57 5.02
H -1.31 -0.65 4.41
H -3.81 0.40 2.98
H -2.32 -0.21 2.30
H -2.75 2.42 2.18
H -1.13 1.89 2.49
C 1.30 -2.12 11.45
C 2.60 -2.09 10.63
C 2.70 -0.70 10.01
N 3.78 -0.45 9.00
C 3.73 -1.57 7.99
C 5.19 -0.57 9.57
C 6.09 0.13 8.57
C 5.17 1.26 8.01
C 3.66 0.80 8.32
H 1.28 -3.04 12.06
H 0.40 -1.84 10.80
H 1.31 -1.34 12.17
H 2.58 -2.82 9.81
H 3.36 -2.29 11.36
H 2.86 0.12 10.75
H 1.81 -0.64 9.44
H 2.67 -1.71 7.76
H 4.13 -2.48 8.41
H 4.25 -1.24 7.10
H 5.44 -1.58 9.87
H 5.22 0.02 10.48
H 6.40 -0.55 7.81
H 7.00 0.45 9.02
H 5.39 1.42 6.94
H 5.28 2.26 8.50
H 3.02 0.69 7.44
H 3.16 1.52 8.91
C -5.56 0.04 -7.27
C -5.94 0.65 -5.96
C -4.65 0.82 -5.20
N -4.77 1.28 -3.79
C -5.71 0.33 -3.04
C -5.31 2.78 -3.80
C -4.13 3.54 -4.18
C -2.91 2.80 -3.55
C -3.44 1.43 -3.11
H -6.41 -0.12 -7.89
H -5.17 -0.93 -7.12
H -4.81 0.68 -7.75
H -6.67 -0.01 -5.43
H -6.51 1.59 -6.23
H -4.06 1.59 -5.69
H -4.16 -0.14 -5.29
H -5.29 -0.65 -3.11
H -6.73 0.35 -3.54
H -5.74 0.61 -2.00
H -5.52 2.97 -2.73
H -6.19 2.89 -4.42
H -4.25 4.60 -3.89
H -4.09 3.52 -5.30
H -2.76 3.39 -2.68
H -2.13 2.69 -4.25
H -3.70 1.42 -2.07
H -2.82 0.57 -3.39
C 5.38 4.24 -0.08
C 4.80 2.83 0.12
N 4.76 2.37 1.54
C 6.15 2.28 2.11
C 4.02 3.48 2.38
C 3.51 3.22 3.81
C 3.95 1.08 1.65
C 4.49 -0.06 0.80
O 3.88 0.01 -0.48
C 4.23 -1.16 -1.26
H 4.68 5.00 -0.04
H 5.77 4.31 -1.16
H 6.28 4.56 0.47
H 5.29 2.04 -0.49
H 3.76 2.84 -0.32
H 6.76 3.03 1.65
H 6.60 1.37 1.75
H 6.02 2.28 3.19
H 3.14 3.85 1.80
H 4.69 4.34 2.36
H 2.77 2.48 3.80
H 3.02 4.21 4.02
H 4.29 3.00 4.51
H 3.02 1.43 1.25
H 3.89 0.89 2.75
H 4.11 -0.95 1.31
H 5.56 -0.06 0.67
H 3.61 -0.97 -2.12
H 3.92 -2.14 -0.76
H 5.24 -1.22 -1.62
C -0.59 -0.62 -8.64
C 0.96 -0.68 -8.78
N 1.52 0.72 -8.82
C 0.92 1.42 -9.99
C 1.24 1.47 -7.51
C 1.68 3.02 -7.55
C 3.01 0.72 -9.10
C 3.90 0.00 -8.11
O 4.14 0.83 -7.06
C 4.79 0.17 -6.00
H -0.80 -0.23 -7.66
H -1.02 -1.63 -8.76
H -1.09 -0.06 -9.37
H 1.25 -1.26 -9.66
H 1.36 -1.20 -7.95
H 0.89 0.69 -10.76
H 1.46 2.33 -10.25
H -0.07 1.57 -9.62
H 1.82 1.01 -6.74
H 0.20 1.51 -7.39
H 0.88 3.67 -7.84
H 2.62 3.35 -8.02
H 1.92 3.13 -6.50
H 3.34 1.78 -9.09
H 3.16 0.21 -10.07
H 4.87 -0.18 -8.66
H 3.45 -0.95 -7.77
H 4.22 -0.74 -5.77
H 4.97 0.87 -5.21
H 5.83 -0.06 -6.34
N -3.35 -3.08 -4.45
O -3.88 -4.18 -4.13
O -3.30 -2.15 -3.56
O -2.83 -2.93 -5.57
N -3.19 1.26 -0.05
O -4.33 0.73 0.03
O -2.19 0.51 -0.19
O -3.04 2.49 -0.01
N 0.93 3.27 1.16
O 1.63 3.22 0.09
O 0.60 2.21 1.78
O 0.55 4.33 1.64
N 0.67 0.12 7.30
O 0.36 -0.96 7.85
O 0.68 1.18 7.94
O 0.98 0.13 6.07
N 2.38 -2.66 -5.28
O 1.87 -1.72 -5.95
O 1.68 -3.38 -4.52
O 3.62 -2.70 -5.22
N -1.58 -4.69 2.58
O -0.93 -4.92 1.49
O -0.96 -4.07 3.51
O -2.75 -5.02 2.79
N -2.43 2.43 -7.43
O -2.07 2.13 -6.24
O -1.57 2.73 -8.33
O -3.67 2.37 -7.69
N 5.17 -0.64 4.76
O 4.30 -1.26 4.16
O 5.18 0.62 4.80
O 6.02 -1.25 5.38
*
```

Here are the Löwdin charges for atoms 1 to 6, given in e:
1. C 0.04
2. N -0.04
3. C 0.01
4. C 0.03
5. C -0.10
6. C 0.03

Record 5
The following is a quantum chemistry calculation of a cluster of 30 separate species, C9H67N2O32S in total, from OMol25.

The value obtained for the LUMO energy is -5.3673 eV. The calculation puts the HOMO energy at -12.2 eV. The calculation puts the HOMO-LUMO gap at 6.85 eV. Its total energy is -3297.8298 hartree.

```
! RIJCOSX wB97M-V def2-TZVPD def2/J DEFGRID3
* xyz 1 1
O 2.80 -2.24 2.26
C 3.04 -1.08 1.63
O 4.27 -0.27 1.76
C 1.80 -0.48 0.67
C 1.67 -0.84 -0.94
C 0.40 -0.16 -1.79
N -0.60 0.75 -1.13
C -0.57 1.15 0.36
C -1.75 2.18 0.86
C -2.64 1.67 2.13
O -3.97 1.13 1.79
C 0.63 0.53 1.29
N 0.73 0.85 2.77
C 0.33 -0.24 3.55
S -0.78 -1.38 4.25
H 3.97 0.67 1.53
H 2.47 -1.56 -1.44
H 0.31 -0.44 -2.93
H -1.37 1.14 -1.75
H -1.29 3.26 1.04
H -2.51 2.32 -0.05
H -2.84 2.63 2.81
H -2.12 0.88 2.82
H -4.07 0.96 0.81
O -4.36 1.19 -1.49
H -4.19 1.29 -2.44
H -5.16 1.70 -1.33
O -3.52 0.60 -4.19
H -4.24 0.46 -4.82
H -2.93 -0.16 -4.33
O 3.06 -5.11 0.74
H 4.02 -5.23 0.70
H 2.94 -4.15 0.79
O 3.61 -2.48 -2.95
H 3.68 -3.29 -2.43
H 4.52 -2.33 -3.27
O 1.59 3.67 0.26
H 1.65 3.33 1.17
H 1.37 2.89 -0.26
O -2.99 3.36 -5.77
H -2.92 2.54 -5.25
H -2.08 3.51 -6.09
O 0.01 -3.14 -2.98
H 0.08 -3.95 -2.46
H 0.92 -2.99 -3.30
O 7.49 -1.18 1.68
H 7.70 -1.32 2.62
H 6.52 -1.22 1.65
O -3.10 5.28 -3.07
H -2.57 6.07 -3.22
H -3.22 4.91 -3.96
O -2.58 4.25 -8.82
H -3.06 3.88 -8.05
H -3.25 4.26 -9.52
O -5.50 2.32 -4.52
H -4.63 2.66 -4.75
H -5.96 2.26 -5.37
O 2.84 -7.83 -0.62
H 2.81 -6.87 -0.53
H 1.96 -8.12 -0.36
O -4.75 1.53 4.46
H -4.58 1.64 3.51
H -5.56 2.05 4.61
O 0.09 -4.20 -0.12
H 0.30 -4.34 0.82
H -0.88 -4.24 -0.16
O 3.38 5.11 -1.54
H 4.21 4.68 -1.32
H 2.72 4.67 -0.98
O 3.30 -5.18 3.68
H 3.83 -4.39 3.54
H 3.18 -5.55 2.79
O 2.88 0.89 5.72
H 2.16 0.74 5.09
H 3.47 0.12 5.58
O 6.76 -4.29 1.69
H 7.72 -4.41 1.65
H 6.64 -3.33 1.74
O -4.31 -1.80 -0.76
H -4.19 -1.55 0.17
H -4.59 -0.97 -1.19
O 2.26 -9.10 2.28
H 3.22 -9.22 2.23
H 2.14 -8.14 2.32
O -4.15 6.48 -5.55
H -3.98 6.59 -6.50
H -4.96 6.99 -5.39
O 4.96 2.61 2.56
H 5.92 2.49 2.51
H 4.84 3.57 2.60
O 2.23 3.88 4.98
H 2.50 2.95 5.02
H 2.88 4.33 5.55
O -4.80 6.37 -9.35
H -3.93 6.72 -9.58
H -5.26 6.31 -10.20
O 0.38 -7.58 -2.91
H 1.21 -8.02 -2.69
H -0.28 -8.03 -2.35
O 1.12 -2.01 7.16
H 0.64 -2.38 7.92
H 0.45 -2.00 6.45
O 3.65 -5.41 6.76
H 3.82 -5.31 5.81
H 2.84 -4.90 6.91
O -5.82 3.85 2.05
H -6.54 3.71 1.42
H -5.23 3.09 1.91
O -3.18 4.21 4.14
H -2.98 4.07 5.08
H -4.15 4.17 4.11
*
```

Here are the Löwdin charges for atoms 1 to 6, given in e:
1. O 0.00
2. C -0.23
3. O 0.03
4. C 0.06
5. C 0.09
6. C 0.07